{
  "formula": "C29H27CsN3OPS",
  "method": "ωB97M-V with the def2-TZVPD basis set",
  "symbols": ["Cs", "N", "C", "S", "N", "N", "C", "C", "C", "C", "C", "C", "C", "O", "H", "H", "H", "H", "H", "H", "H", "C", "C", "C", "C", "C", "C", "C", "P", "C", "C", "C", "C", "C", "C", "C", "C", "C", "C", "C", "C", "C", "C", "H", "H", "H", "H", "H", "H", "H", "H", "H", "H", "H", "H", "H", "H", "H", "H", "H", "H", "H", "H"],
  "xyz": [[-1.370, 0.994, 1.166], [-0.809, 3.146, 6.069], [-1.135, 2.957, 4.703], [0.020, 2.020, 3.813], [-2.248, 3.481, 4.343], [-2.742, 3.495, 3.077], [-3.495, 2.574, 2.612], [-3.953, 1.304, 3.188], [-4.359, 1.213, 4.515], [-4.924, 0.056, 5.032], [-5.064, -1.052, 4.196], [-4.644, -1.002, 2.884], [-4.073, 0.170, 2.307], [-3.668, 0.198, 1.093], [0.191, 3.142, 6.186], [-1.252, 3.968, 6.458], [-3.871, 2.781, 1.608], [-4.241, 2.082, 5.152], [-5.249, 0.020, 6.065], [-5.510, -1.965, 4.581], [-4.741, -1.867, 2.237], [2.983, -2.649, -2.248], [3.666, -1.426, -1.691], [5.059, -1.474, -1.598], [5.811, -0.404, -1.147], [5.165, 0.764, -0.773], [3.785, 0.823, -0.840], [3.004, -0.251, -1.287], [1.205, 0.213, -1.279], [0.330, -1.404, -1.144], [-0.570, -1.788, -2.137], [-1.285, -2.972, -2.040], [-1.127, -3.779, -0.923], [-0.270, -3.381, 0.094], [0.456, -2.198, 0.009], [1.376, -1.800, 1.130], [0.982, 0.745, -2.985], [1.811, 0.305, -4.019], [1.782, 0.863, -5.284], [0.939, 1.978, -5.498], [0.113, 2.443, -4.520], [-0.003, 1.795, -3.228], [-0.964, 2.144, -2.325], [3.684, -3.209, -2.870], [2.116, -2.391, -2.847], [2.644, -3.312, -1.448], [5.566, -2.380, -1.916], [6.891, -0.479, -1.099], [5.733, 1.620, -0.428], [3.272, 1.726, -0.530], [-0.686, -1.142, -3.001], [-1.965, -3.259, -2.833], [-1.681, -4.705, -0.831], [-0.168, -4.000, 0.979], [1.282, -2.486, 1.972], [1.147, -0.791, 1.478], [2.417, -1.787, 0.800], [2.518, -0.493, -3.821], [2.416, 0.487, -6.078], [0.969, 2.486, -6.458], [-0.504, 3.319, -4.695], [-1.086, 1.598, -1.402], [-1.674, 2.938, -2.525]],
  "forces_ev_per_angstrom": [[2.07, 0.24, -0.60], [-0.07, 0.01, 0.04], [-0.15, -0.10, -0.12], [0.33, 0.22, 0.30], [-0.43, 0.00, 0.78], [0.34, 0.18, -0.60], [-0.15, 0.26, 0.22], [-0.07, -0.28, 0.08], [-0.04, -0.01, 0.15], [-0.01, 0.07, 0.10], [0.05, 0.04, -0.08], [-0.03, -0.12, -0.01], [-0.47, 0.00, 0.33], [-1.83, -0.46, -0.04], [0.06, -0.01, 0.06], [-0.02, 0.02, -0.08], [0.12, -0.07, -0.01], [0.05, 0.00, -0.04], [0.02, -0.01, -0.01], [0.03, -0.02, 0.00], [-0.01, 0.02, -0.01], [-0.06, 0.05, 0.11], [0.03, 0.09, 0.01], [0.03, -0.02, -0.04], [0.00, 0.03, 0.02], [0.11, 0.01, -0.01], [-0.07, -0.07, 0.07], [0.11, 0.05, 0.07], [0.30, -0.28, -0.41], [-0.06, 0.02, 0.03], [0.06, 0.03, -0.05], [-0.01, -0.01, 0.03], [-0.02, -0.01, -0.02], [-0.02, -0.05, 0.01], [0.04, -0.02, -0.07], [-0.03, -0.02, -0.07], [0.13, 0.15, 0.02], [-0.16, 0.07, 0.00], [0.11, -0.12, -0.18], [-0.01, 0.01, 0.09], [0.01, 0.06, -0.03], [0.05, -0.21, 0.05], [-0.22, 0.06, 0.01], [-0.02, 0.00, 0.00], [-0.09, -0.02, -0.02], [-0.08, 0.00, 0.01], [-0.02, -0.01, 0.01], [0.00, 0.00, 0.00], [-0.03, 0.00, 0.01], [0.02, 0.00, 0.00], [0.01, -0.02, -0.01], [-0.02, 0.01, 0.02], [-0.01, 0.01, 0.00], [0.01, 0.02, 0.01], [0.00, 0.02, 0.02], [0.08, 0.04, 0.08], [0.01, -0.01, 0.06], [0.01, 0.06, -0.04], [0.05, 0.03, 0.05], [-0.04, 0.01, 0.00], [-0.02, -0.03, -0.04], [0.01, 0.07, -0.21], [0.04, 0.01, -0.02]],
  "e_homo_ev": -0.61,
  "relative_energy_kcal_mol": 28.4,
  "charge": -2,
  "multiplicity": 1
}

{
  "formula": "C21H19BrF3NO3Pb",
  "method": "ωB97M-V with the def2-TZVPD basis set",
  "symbols": ["Pb", "C", "C", "C", "C", "C", "C", "H", "H", "H", "H", "H", "H", "C", "O", "C", "C", "C", "C", "C", "C", "O", "C", "O", "C", "H", "H", "H", "H", "H", "H", "H", "H", "H", "Br", "C", "C", "C", "N", "C", "C", "H", "H", "H", "H", "F", "C", "F", "F"],
  "xyz": [[0.097, -2.240, 0.301], [1.114, -4.697, 2.091], [2.001, -4.549, 1.023], [2.761, -3.386, 0.903], [2.630, -2.368, 1.852], [1.744, -2.522, 2.921], [0.990, -3.684, 3.041], [0.553, -5.616, 2.203], [2.134, -5.361, 0.319], [3.487, -3.288, 0.105], [3.254, -1.487, 1.787], [1.676, -1.752, 3.679], [0.332, -3.816, 3.889], [-0.184, 6.499, 0.888], [-1.440, 5.839, 1.115], [-1.548, 4.545, 0.893], [-2.807, 3.974, 1.142], [-3.005, 2.640, 0.925], [-1.974, 1.786, 0.467], [-2.239, 0.380, 0.269], [-3.632, -0.151, 0.410], [-1.332, -0.440, -0.023], [-0.731, 2.400, 0.232], [0.325, 1.646, -0.297], [-0.500, 3.737, 0.421], [-0.350, 7.534, 1.160], [0.094, 6.432, -0.163], [0.589, 6.069, 1.524], [-3.603, 4.611, 1.498], [-3.984, 2.230, 1.126], [-3.925, -0.126, 1.463], [-3.664, -1.179, 0.060], [-4.356, 0.443, -0.146], [0.475, 4.140, 0.189], [1.329, -1.962, -6.593], [1.018, -1.995, -4.760], [0.499, -0.876, -4.115], [0.280, -0.940, -2.756], [0.549, -2.042, -2.037], [1.050, -3.118, -2.668], [1.299, -3.140, -4.021], [0.272, 0.026, -4.662], [-0.120, -0.095, -2.212], [1.257, -3.992, -2.061], [1.701, -4.025, -4.491], [0.686, 0.735, 1.723], [1.225, 1.149, 0.564], [2.206, 1.985, 0.846], [1.767, 0.049, -0.024]],
  "forces_ev_per_angstrom": [[-0.08, 0.04, 0.04], [0.04, 0.04, 0.02], [-0.02, -0.05, 0.02], [0.04, 0.00, 0.00], [0.03, -0.01, 0.01], [0.06, 0.06, 0.02], [-0.02, -0.13, -0.03], [-0.02, 0.01, -0.01], [-0.01, 0.01, -0.01], [-0.01, 0.00, -0.01], [-0.02, 0.01, -0.02], [-0.01, 0.02, -0.02], [-0.02, 0.01, -0.01], [-0.03, -0.02, 0.01], [0.02, -0.01, 0.01], [-0.03, 0.06, -0.01], [0.02, -0.03, 0.00], [-0.01, 0.00, 0.00], [-0.01, 0.01, 0.00], [0.04, -0.05, -0.06], [0.01, -0.01, 0.05], [-0.01, 0.07, 0.00], [-0.03, 0.07, 0.04], [0.00, -0.06, -0.01], [0.01, -0.03, -0.01], [0.01, 0.00, 0.00], [0.01, 0.00, 0.00], [0.01, 0.01, 0.00], [0.01, 0.01, 0.00], [0.00, 0.00, -0.01], [-0.02, 0.00, -0.01], [0.00, 0.00, 0.00], [0.01, 0.02, -0.01], [-0.01, 0.00, 0.00], [0.00, 0.00, -0.01], [-0.01, 0.00, -0.02], [0.00, -0.01, 0.02], [0.00, 0.00, 0.02], [0.02, -0.06, 0.03], [0.01, 0.01, -0.02], [0.00, 0.00, 0.01], [0.00, 0.00, 0.00], [0.00, 0.01, -0.01], [0.00, 0.00, 0.00], [0.00, 0.00, 0.00], [0.01, -0.01, -0.01], [-0.05, 0.06, 0.02], [0.01, -0.03, -0.01], [0.05, -0.04, -0.02]],
  "e_homo_ev": -14.41,
  "relative_energy_kcal_mol": 0.3,
  "charge": 2,
  "multiplicity": 1
}

{
  "formula": "C9H32ClNO14S2",
  "method": "ωB97M-V with the def2-TZVPD basis set",
  "symbols": ["N", "C", "C", "C", "C", "C", "C", "C", "S", "O", "O", "O", "O", "C", "O", "O", "C", "S", "Cl", "H", "H", "H", "H", "H", "H", "H", "H", "H", "H", "H", "H", "H", "H", "H", "H", "O", "H", "H", "O", "H", "H", "O", "H", "H", "O", "H", "H", "O", "H", "H", "O", "H", "H", "O", "H", "H", "O", "H", "H"],
  "xyz": [[0.637, 0.612, 3.068], [-0.545, 1.059, 2.332], [-0.688, 0.324, 0.972], [-1.696, 0.926, 0.022], [-1.196, 2.300, -0.427], [-0.606, 2.356, -1.845], [0.882, 1.972, -1.965], [1.143, 0.472, -2.162], [2.817, 0.138, -1.563], [3.714, 0.575, -2.581], [3.042, 0.732, -0.287], [3.036, -1.467, -1.394], [-1.910, 0.068, -1.117], [-3.118, 0.457, -1.644], [-3.554, 0.117, -2.711], [-3.736, 1.316, -0.745], [-3.164, 0.916, 0.516], [-3.872, -0.785, 0.725], [-3.592, 2.021, 1.786], [0.535, -0.381, 3.211], [1.457, 0.740, 2.493], [-0.436, 2.135, 2.228], [-1.381, 0.853, 2.984], [0.286, 0.252, 0.524], [-0.968, -0.700, 1.185], [-0.453, 2.689, 0.253], [-2.008, 3.020, -0.403], [-0.642, 3.398, -2.135], [-1.201, 1.839, -2.577], [1.252, 2.463, -2.858], [1.408, 2.403, -1.121], [1.152, 0.182, -3.201], [0.480, -0.189, -1.613], [4.005, -1.520, -1.322], [-2.881, -1.482, 1.311], [1.278, -1.691, 1.303], [1.866, -1.149, 0.768], [1.439, -2.592, 0.991], [-1.218, 2.747, -4.754], [-1.857, 2.861, -5.464], [-0.863, 1.865, -4.901], [-0.608, -3.716, 0.861], [-1.002, -4.505, 1.258], [-1.149, -3.549, 0.084], [6.812, 0.020, -1.901], [6.963, 0.369, -2.784], [6.423, 0.761, -1.423], [-0.782, -1.981, 4.677], [-0.121, -2.680, 4.693], [-1.021, -1.854, 5.599], [-2.002, -6.210, 1.630], [-2.875, -6.334, 2.015], [-1.784, -7.063, 1.243], [2.857, -3.858, 0.374], [3.663, -4.377, 0.441], [3.131, -3.004, 0.005], [-2.080, 5.358, 1.648], [-2.636, 6.137, 1.738], [-2.632, 4.633, 1.960]],
  "forces_ev_per_angstrom": [[-0.31, 0.16, 0.07], [0.88, -0.37, -0.06], [-0.97, -0.10, 0.73], [0.90, -0.28, 1.45], [-0.49, 0.38, -0.73], [0.56, 0.16, 0.52], [-0.65, -0.05, -0.47], [0.55, -0.76, 1.12], [0.62, 0.92, -0.74], [0.29, -0.14, -0.79], [-0.60, -0.21, 1.12], [-0.59, 0.64, -0.15], [-0.64, 0.56, -0.88], [0.02, -0.33, -1.10], [0.63, 0.67, 1.62], [-0.68, -0.82, -0.42], [0.70, -0.39, -0.98], [-0.45, 0.08, 0.67], [-0.19, 0.24, -0.10], [0.21, -0.24, 0.14], [0.19, -0.02, -0.06], [-0.31, 0.19, -0.19], [-0.40, 0.06, -0.03], [0.32, 0.29, -0.38], [0.09, -0.33, 0.04], [0.16, -0.08, 0.33], [-0.17, 0.09, 0.03], [-0.08, 0.25, -0.12], [-0.23, -0.18, -0.14], [0.26, 0.16, -0.11], [0.23, -0.20, 0.21], [-0.01, -0.11, -0.30], [-0.24, 0.05, 0.08], [0.17, -0.15, -0.25], [0.16, 0.43, 0.04], [0.35, -0.13, -0.21], [0.16, 0.11, 0.21], [-0.31, -0.11, 0.27], [0.02, -0.02, -0.22], [-0.03, 0.06, 0.02], [-0.01, -0.02, -0.02], [-0.18, -0.06, 0.07], [0.00, -0.04, -0.07], [0.04, 0.01, -0.05], [0.05, -0.01, 0.11], [-0.06, -0.06, -0.06], [-0.08, -0.02, 0.00], [-0.05, -0.07, 0.00], [0.03, 0.00, -0.11], [0.01, 0.08, 0.01], [-0.08, -0.10, 0.02], [-0.01, 0.09, 0.04], [0.09, 0.03, -0.04], [0.25, 0.16, -0.23], [-0.02, -0.04, 0.06], [-0.10, -0.39, 0.08], [-0.04, -0.02, 0.00], [0.02, 0.04, -0.02], [0.04, -0.06, -0.03]],
  "e_homo_ev": -8.68,
  "multiplicity": 1
}